9
Properties=species:S:1:pos:R:3 method="wB97M-V/def2-TZVPD" relative_energy_ev=3.203 charge=+1 homo_ev=-15.5 max_force_ev_per_a=5.90
S 1.84 -0.75 0.33
N 0.47 1.14 -1.08
C 1.39 0.43 -0.69
C -0.62 0.63 -0.30
C 0.04 -0.76 0.55
H -0.22 -0.80 1.60
H -0.99 1.45 0.39
H -0.39 -1.62 0.13
H -1.51 0.28 -0.92

12
Properties=species:S:1:pos:R:3 method="wB97M-V/def2-TZVPD" relative_energy_ev=0.884 homo_ev=-9.9 max_force_ev_per_a=4.48
N 0.97 1.69 1.90
C -1.14 -0.94 -0.65
C 0.14 -0.88 -1.36
H 0.30 -1.59 -2.24
H -0.01 1.72 2.06
H -2.01 -0.92 -1.43
H 1.25 1.89 0.93
H -1.41 -0.14 0.15
H 0.15 0.10 -2.04
H 1.29 0.82 2.16
H -1.42 -1.92 -0.26
H 1.03 -0.91 -0.58

293
Properties=species:S:1:pos:R:3 method="wB97M-V/def2-TZVPD" charge=+6 homo_ev=-18.5 max_force_ev_per_a=3.70
S -3.50 -3.19 -3.26
P 0.23 4.78 9.59
P 9.02 1.49 3.48
P 0.61 -2.19 -5.24
F -2.05 -1.43 -1.80
F -3.97 -2.01 -0.91
F -3.97 -0.62 -2.46
O -2.62 -2.69 -4.36
O -3.44 -6.61 0.72
O -4.94 -3.13 -3.50
O -3.00 -4.29 -2.49
N -8.08 -0.82 -5.26
N -2.14 8.75 -1.94
N 0.10 -11.71 -4.28
N -5.87 -7.33 1.12
C -1.57 4.96 9.51
C 8.03 5.79 6.55
C 8.68 4.00 4.85
C -1.98 -9.77 -8.56
C -0.98 -9.64 -3.18
C 0.89 -3.32 -3.82
C -2.04 -10.78 -7.48
C 7.93 0.23 2.78
C -8.25 -1.20 -6.70
C -0.93 -2.21 -7.66
C -1.52 6.70 -0.50
C -1.05 10.99 -2.11
C -10.69 2.62 -3.71
C 10.68 4.34 2.05
C 2.90 7.54 11.42
C 5.84 -1.22 2.79
C 0.26 3.44 12.05
C 1.32 -13.60 -5.16
C -1.82 5.92 0.74
C 0.31 -10.35 -3.60
C -2.49 10.99 -2.73
C -5.97 -1.51 -6.18
C -2.00 6.14 8.54
C -2.28 7.98 -0.64
C -3.39 -1.77 -2.11
C 10.39 1.88 2.39
C 8.05 2.94 3.88
C -6.53 -0.69 -5.11
C -8.75 0.95 -3.58
C 3.22 -1.27 -5.33
C 5.12 -2.03 -6.78
C -2.13 -6.15 0.72
C -0.15 3.03 -6.07
C 8.45 0.81 8.75
C 0.02 -0.58 -4.75
C 2.04 -5.37 -2.93
C 2.36 6.28 10.83
C 0.58 3.33 10.56
C 9.36 0.96 7.55
C -0.13 -12.88 -3.32
C 0.71 4.67 7.81
C 11.21 3.11 2.85
C 0.22 0.65 -5.65
C -3.55 7.44 -3.52
C 11.26 5.72 2.42
C -7.13 -2.17 -6.92
C -1.48 -3.13 -8.77
C -6.89 -5.26 0.12
C -9.19 2.44 -3.32
C -3.51 6.28 8.58
C -3.51 5.98 -4.06
C -0.41 1.86 -5.10
C 7.59 5.06 5.23
C -0.79 1.13 12.34
C 4.26 7.20 12.07
C 5.25 -0.89 1.36
C -0.89 -10.71 -6.42
C 0.38 2.06 12.70
C 9.71 0.80 4.96
C -8.67 -1.88 -4.40
C -3.12 9.90 -1.93
C 4.35 -0.81 -6.29
C 0.86 3.46 5.67
C -5.75 -6.24 0.00
C 3.06 -4.59 -2.10
C -0.83 9.46 -1.89
C 0.53 2.24 4.79
C 1.59 -4.59 -4.25
C -0.48 -3.04 -6.42
C -10.47 -3.20 -3.38
C 0.53 -14.14 -3.96
C 0.87 6.32 10.28
C 6.56 0.02 3.36
C -2.15 8.00 -3.28
C -4.40 -5.61 0.26
C -3.91 7.54 7.84
C -1.99 -2.35 -9.95
C 1.46 -12.06 -4.88
C -8.75 0.52 -5.03
C -1.03 -11.72 -5.33
C -10.19 -2.00 -4.31
C 2.15 -1.98 -6.10
C -0.65 -8.34 -2.40
C 0.13 3.54 7.02
C 8.71 0.67 6.18
C -0.98 4.57 0.99
H 1.38 2.04 4.07
H 1.37 -2.76 -3.02
H -1.96 -11.77 -4.72
H -2.46 -2.99 -10.68
H 9.05 3.51 5.77
H -11.45 -3.56 -3.58
H 1.33 0.90 -5.79
H -8.52 3.02 -3.88
H 12.19 2.98 2.44
H -7.39 -3.12 -6.48
H 0.91 3.18 -6.26
H -0.31 8.97 -2.81
H 8.97 1.26 9.56
H 7.38 6.60 6.75
H 11.21 6.37 1.54
H -2.81 -9.85 -9.25
H -4.48 5.65 -4.29
H 8.62 -0.61 2.86
H 0.45 -12.53 -2.43
H -6.24 -1.03 -4.09
H -1.08 -0.77 -4.58
H -0.82 4.10 0.01
H -9.78 -4.03 -3.66
H 4.86 6.90 11.23
H 1.82 4.77 7.79
H 9.58 2.02 7.52
H -2.54 10.80 -3.79
H 8.29 -0.24 9.12
H 0.82 -13.83 -6.12
H 5.89 -1.71 -7.54
H 1.10 -5.61 -2.50
H -2.09 -5.09 1.06
H 6.36 -2.17 2.68
H -0.42 6.86 -0.59
H 7.92 5.12 7.37
H -5.04 -7.88 1.22
H -1.65 5.95 7.50
H -1.74 6.11 -1.44
H -5.23 -2.21 -5.83
H 7.40 1.21 8.59
H 9.60 4.39 4.45
H -3.83 6.36 9.63
H 0.73 7.13 9.58
H -8.15 1.11 -5.77
H -1.46 1.74 -4.96
H -1.76 1.58 12.65
H -3.08 5.40 -3.29
H -0.02 -1.78 -8.09
H 3.55 -5.28 -1.36
H 0.12 -3.94 -6.72
H 1.95 -1.48 -7.03
H -6.26 0.35 -5.20
H -2.07 8.68 0.17
H 9.54 4.41 2.15
H -6.72 -4.75 1.11
H -1.77 6.55 1.63
H -1.01 -9.86 -9.19
H 0.33 5.64 7.45
H -0.98 3.77 6.90
H -0.04 2.55 10.13
H -1.54 -7.84 -1.98
H 1.61 -11.49 -5.78
H -1.59 -6.82 1.40
H -9.47 0.22 -3.11
H -0.64 -3.79 -8.96
H 0.90 -10.58 -2.69
H -1.03 11.49 -1.10
H 0.34 2.24 13.76
H -10.67 -2.25 -5.30
H -0.32 11.47 -2.75
H -0.13 -7.61 -3.09
H 6.62 4.61 5.37
H 3.00 8.38 10.79
H -4.47 -4.83 1.00
H 9.08 6.19 6.53
H 2.43 -6.33 -3.20
H -0.91 -9.70 -6.03
H 7.45 5.84 4.48
H 0.02 -10.86 -7.01
H 1.89 3.35 6.02
H -1.14 -13.11 -3.04
H 0.07 4.73 1.34
H -1.54 -10.32 -2.51
H 7.80 3.45 2.92
H 10.98 0.94 2.39
H 0.79 -5.16 -4.78
H -10.42 -3.00 -2.31
H -1.37 -3.37 -5.90
H -10.67 -1.07 -3.94
H -0.82 0.99 11.28
H 4.20 6.38 12.76
H 4.47 -2.75 -7.31
H 5.75 -2.41 -5.94
H 2.70 -3.68 -1.62
H 0.38 1.36 5.37
H -6.85 -4.51 -0.68
H -1.99 4.11 8.98
H 9.97 1.98 1.40
H -6.06 -6.96 2.06
H -1.39 7.25 -3.42
H 6.01 -0.63 0.63
H -0.74 3.75 12.21
H 10.82 6.10 3.29
H 2.34 -13.98 -5.15
H -0.22 0.49 -6.65
H 2.99 5.93 10.03
H -0.25 9.19 -0.99
H -1.57 -1.41 -7.29
H -1.67 -9.45 -4.05
H -1.97 -8.71 -8.25
H -7.75 0.82 -3.23
H 2.14 7.83 12.19
H -3.04 -10.66 -6.99
H 1.31 1.57 12.35
H -0.27 -14.71 -4.41
H -5.70 -6.85 -0.93
H 10.50 1.45 5.36
H -1.92 4.96 10.55
H 0.10 -8.58 -1.59
H -11.09 3.65 -3.83
H -2.31 -3.73 -8.38
H 7.90 0.40 1.73
H 5.00 -1.46 3.47
H -7.86 -5.76 0.08
H -2.86 5.67 0.71
H -1.24 -1.80 -10.52
H -9.23 -1.63 -6.90
H 5.08 -0.11 -5.91
H -1.58 3.97 1.64
H -0.38 2.40 4.21
H 7.81 1.30 6.02
H 3.65 -1.94 -4.59
H -4.97 7.50 7.76
H -3.59 8.44 8.37
H 0.29 -0.30 -3.73
H -0.53 2.80 -7.06
H 8.32 -0.41 6.18
H -2.11 -11.81 -7.86
H 0.91 4.08 12.58
H 12.34 5.53 2.63
H -0.06 -3.61 -3.31
H 7.11 2.57 4.24
H -4.05 7.47 -2.57
H -10.81 2.12 -4.68
H 0.73 4.38 5.13
H 4.57 -0.04 1.36
H -6.96 -2.39 -7.98
H -3.02 11.91 -2.49
H -3.49 7.62 6.82
H 2.39 5.42 11.57
H -3.43 10.19 -0.90
H -0.62 0.15 12.90
H -5.40 -0.81 -6.75
H 2.77 -0.45 -4.72
H -2.70 -1.58 -9.64
H -0.03 2.12 -4.12
H -11.27 2.21 -2.90
H 10.28 0.39 7.60
H 1.64 3.02 10.36
H 11.18 3.25 3.89
H 2.18 -11.84 -4.09
H 10.89 4.16 1.01
H -1.05 -12.72 -5.71
H 2.45 -4.45 -4.96
H -9.74 0.51 -5.51
H -0.55 3.94 -5.58
H -3.95 5.39 8.19
H -1.57 7.11 8.89
H -9.07 2.73 -2.28
H 5.95 0.88 3.15
H 10.13 -0.19 4.71
H -1.75 -6.31 -0.26
H -6.66 -8.01 0.84
H 6.59 -0.03 4.41
H 4.74 8.09 12.57
H -8.41 -2.80 -4.85
H 0.99 -14.79 -3.25
H 2.43 -2.99 -6.39
H -3.32 7.69 -0.54
H 3.91 -0.38 -7.17
H 0.26 6.52 11.15
H -4.05 9.47 -2.33
H -3.00 5.96 -5.05
H -8.16 -1.84 -3.41
H 0.10 2.58 7.58
H 4.82 -1.77 0.91
H -1.87 8.60 -4.14
H -8.19 -0.32 -7.36
H -4.09 8.06 -4.21
H -4.17 -5.13 -0.69
H 3.85 -4.28 -2.74
H 0.95 -9.82 -4.30

92
Properties=species:S:1:pos:R:3 method="wB97M-V/def2-TZVPD" relative_energy_ev=2.732 charge=+2 homo_ev=-12.4 max_force_ev_per_a=2.93
Se -0.87 -6.33 4.83
Ti -0.15 -1.19 -0.46
O 0.04 -2.40 -1.75
O -0.84 -2.82 -0.73
O -1.87 -0.44 -1.28
N 0.54 -5.70 3.97
N 0.94 0.15 -1.94
N -1.33 -1.28 1.30
N 1.22 -1.96 0.97
N 1.69 0.73 2.28
N -1.95 -5.06 4.24
N -3.44 2.64 -0.57
N -2.30 2.26 1.30
N -4.03 -0.36 -1.78
N -1.10 1.89 -0.64
N 2.95 -1.11 -1.74
N 2.87 0.56 -3.29
N 2.07 2.78 0.20
C -2.19 2.26 -0.06
C -2.83 -0.89 -1.95
C 0.36 1.37 -2.56
C 3.17 -3.17 1.68
C 2.45 1.01 -4.62
C 3.02 -2.39 -2.49
C -3.07 -2.63 2.99
C 2.90 2.92 2.53
C -4.32 3.07 0.51
C 0.14 -4.64 3.32
C -1.30 1.74 2.19
C -3.47 -1.48 2.35
C -2.57 -0.85 1.49
C -3.62 2.60 1.78
C -1.24 -4.28 3.47
C -1.76 -3.10 2.81
C -3.70 3.26 -1.86
C 0.48 -2.75 1.79
C 1.03 -3.82 2.49
C -2.69 -1.97 -2.98
C 2.54 -2.14 0.98
C 2.40 -4.05 2.40
C 4.28 -0.47 -1.76
C 2.13 -0.13 -2.37
C -1.00 1.84 -2.08
C 2.06 1.82 3.18
C 4.30 0.29 -3.09
C 2.31 3.66 1.33
C -0.92 -2.38 1.97
H 3.57 -2.29 -3.42
H 1.13 2.25 3.57
H -1.75 1.19 -2.51
H 0.24 1.24 -3.63
H 3.30 0.88 -5.29
H 4.70 -0.30 -3.92
H 3.11 -1.44 0.39
H 2.02 -2.76 -2.71
H 3.10 3.64 3.32
H 4.37 0.22 -0.92
H 3.86 2.49 2.22
H 2.83 -4.89 2.93
H -4.76 3.51 -1.89
H -3.74 -3.18 3.65
H -0.89 2.53 2.82
H 2.50 0.21 1.99
H -4.44 4.16 0.50
H 1.36 4.11 1.63
H -2.85 0.05 0.95
H 4.85 1.22 -3.03
H 1.28 3.00 -0.38
H -3.50 2.59 -2.69
H 1.03 0.10 2.72
H 5.06 -1.22 -1.69
H -4.11 1.73 2.24
H 2.98 4.48 1.09
H -3.57 3.39 2.54
H 2.64 1.46 4.04
H -0.49 1.30 1.62
H -5.31 2.63 0.39
H -3.14 4.19 -2.00
H -3.33 -1.77 -3.83
H -1.12 2.82 -2.55
H 3.53 -3.12 -1.86
H -1.65 -2.05 -3.29
H 1.63 0.40 -5.01
H -4.46 -1.08 2.49
H -1.75 0.99 2.86
H 2.16 2.06 -4.64
H -2.98 -2.92 -2.53
H 4.24 -3.26 1.62
H 1.10 2.16 -2.40
H -4.83 -0.70 -2.29
H 2.91 2.57 -0.33
H -4.17 0.39 -1.11

15
Properties=species:S:1:pos:R:3 method="wB97M-V/def2-TZVPD" relative_energy_ev=2.193 homo_ev=-8.2 max_force_ev_per_a=2.03
N 2.11 -1.83 1.17
N 0.40 -0.39 0.49
C -0.45 0.30 -0.03
C 2.11 -0.92 -1.08
C -2.60 1.41 0.56
C 1.51 -1.12 0.32
C -1.43 1.10 -0.33
H 1.65 -1.87 2.09
H -1.42 1.56 -1.31
H 3.01 -1.54 -1.11
H -3.53 1.05 0.10
H 2.40 0.12 -1.25
H -2.69 2.48 0.72
H -2.49 0.92 1.52
H 1.42 -1.26 -1.85

79
Properties=species:S:1:pos:R:3 method="wB97M-V/def2-TZVPD" relative_energy_ev=2.011 charge=+1 homo_ev="-9.8 / -10.8" max_force_ev_per_a=2.10 multiplicity=4
Pt 0.28 -0.65 -0.72
Sb 4.36 0.60 -1.35
Se -0.60 1.52 -1.40
Se 2.48 3.22 -0.50
P 0.34 3.04 -0.09
F 2.27 0.24 -0.89
F 3.49 1.41 -2.87
F 6.13 -0.04 -1.34
F 4.03 -1.05 -2.25
F 4.29 0.36 0.56
F 5.13 2.34 -1.07
N -1.44 -1.60 -0.60
N 0.90 -2.50 -0.15
C 0.89 1.91 2.41
C -2.67 -0.92 -0.60
C -3.46 -0.92 -1.76
C -5.14 0.31 -0.56
C -2.06 6.11 -1.41
C 4.40 -2.77 0.80
C -4.34 0.33 0.57
C -0.51 2.15 4.34
C 2.47 -1.67 1.99
C -1.18 3.14 2.26
C -1.39 7.22 -0.90
C -2.59 -3.69 0.09
C -1.38 -2.90 -0.25
C 2.25 -2.75 -0.26
C 2.78 -3.36 -1.42
C -0.02 2.67 1.67
C 3.07 -2.40 0.83
C -0.25 7.05 -0.13
C 1.95 -3.46 -2.65
C -2.95 -1.61 -2.99
C -0.08 -3.42 -0.16
C 0.24 5.78 0.10
C -3.10 -0.29 0.57
C -1.57 4.84 -1.17
C 4.10 -3.79 -1.37
C 4.90 -3.49 -0.28
C -4.70 -0.30 -1.72
C -1.42 2.89 3.60
C 0.63 1.65 3.74
C -0.42 4.67 -0.42
C 0.19 -4.88 -0.04
C -2.23 -0.35 1.79
H -3.53 -1.33 -3.86
H 1.23 -2.64 -2.68
H 0.25 7.91 0.28
H 2.58 -3.39 -3.53
H -3.48 -3.06 0.05
H -2.08 3.98 -1.58
H -2.49 0.42 2.50
H 3.24 -1.14 2.54
H -1.17 -0.24 1.51
H 1.72 -0.95 1.64
H 4.51 -4.30 -2.22
H -2.96 6.24 -1.98
H -6.12 0.78 -0.53
H 1.80 1.54 1.94
H -5.33 -0.32 -2.60
H -0.23 -5.41 -0.89
H 1.26 -5.09 0.00
H 1.40 -4.40 -2.69
H -0.28 -5.29 0.86
H 5.95 -3.77 -0.30
H -1.90 -1.36 -3.15
H -2.73 -4.52 -0.59
H 1.96 -2.37 2.66
H 5.06 -2.50 1.61
H -0.70 1.97 5.39
H -2.50 -4.10 1.10
H 1.33 1.06 4.32
H -4.69 0.82 1.47
H -3.01 -2.69 -2.87
H -2.34 -1.32 2.28
H 1.15 5.64 0.67
H -2.32 3.27 4.06
H -1.77 8.21 -1.10
H -1.89 3.72 1.67